Entry i
Entry from the Open Molecules 2025 dataset: one molecule with the formula C7H7NOS2 (ωB97M-V/def2-TZVPD).

## Properties
E_HOMO	-9.00	eV
SMILES	O=C1C[C@@H](Sc2cccs2)N1
Kohn-Sham gap	9.325	eV

CARTESIAN COORDINATES (ANGSTROEM)
C: -1.681 1.319 2.504
C: -2.170 -0.179 2.062
C: -0.975 -0.097 1.135
C: 0.231 -0.544 -1.305
C: 1.372 -1.391 -1.536
C: 2.382 -0.828 -2.348
C: 2.293 0.615 -2.448
H: -2.090 -0.982 2.855
H: -3.029 -0.237 1.453
H: -0.038 -0.636 1.322
H: -0.385 1.955 0.697
H: 1.616 -2.401 -1.069
H: 3.416 -1.358 -2.469
H: 2.869 1.218 -2.948
N: -0.778 1.310 1.311
O: -2.244 2.149 3.247
S: -1.361 -0.828 -0.491
S: 0.571 0.914 -1.972

These are the Mulliken partial charges, in e, on atoms 1 to 8: atom 1 (C): 0.329, atom 2 (C): -0.485, atom 3 (C): -0.065, atom 4 (C): 0.235, atom 5 (C): -0.299, atom 6 (C): -0.306, atom 7 (C): -0.604, atom 8 (H): 0.265

Entry ii
Entry from the Open Molecules 2025 dataset: one molecule with the formula C7H7NOS2 (ωB97M-V/def2-TZVPD).

## Properties
E_HOMO	-8.14	eV
Kohn-Sham gap	7.968	eV

CARTESIAN COORDINATES (ANGSTROEM)
C: -2.318 -0.052 0.558
C: -1.516 -0.179 1.772
C: -1.766 0.062 -0.668
C: -0.177 -0.273 1.714
C: -0.308 0.198 -0.816
C: 0.529 -0.032 0.371
C: 0.072 0.433 -2.087
N: 1.827 -0.618 0.277
O: 2.235 1.856 -0.573
S: 2.750 -2.051 0.266
S: 2.038 1.038 0.594
H: -3.346 -0.128 0.594
H: -2.141 -0.116 2.704
H: -2.281 0.365 -1.550
H: 0.566 -0.235 2.451
H: -0.802 0.401 -2.700
H: 1.081 0.815 -2.341
H: 3.559 -1.483 -0.566

These are the Mulliken partial charges, in e, on atoms 1 to 8: atom 1 (C): -0.549, atom 2 (C): -0.576, atom 3 (C): -0.701, atom 4 (C): -0.548, atom 5 (C): 0.532, atom 6 (C): 1.207, atom 7 (C): -1.090, atom 8 (N): -0.180

Verdict on stability: entry i comes out on top.

Entry i
Entry from the Open Molecules 2025 dataset: one molecule with the formula C5H7NO4S (ωB97M-V/def2-TZVPD).

## Properties
E_HOMO	-10.05	eV
Kohn-Sham gap	10.118	eV

CARTESIAN COORDINATES (ANGSTROEM)
O: -0.594 -1.112 3.506
C: -0.023 -1.624 2.504
N: 0.160 -1.919 1.221
C: 1.109 -0.954 0.577
C: 0.637 -0.766 -0.953
C: -0.891 -0.206 -1.112
C: -0.969 1.407 -1.264
O: 0.278 1.942 -0.677
S: 0.182 1.466 0.957
O: 0.559 2.732 1.726
O: 1.331 0.280 1.317
H: 2.140 -1.492 0.532
H: 0.610 -1.834 -1.416
H: 1.395 -0.179 -1.599
H: -1.571 -0.606 -0.257
H: -1.320 -0.644 -2.099
H: -1.882 1.746 -0.625
H: -1.149 1.764 -2.338

These are the Mulliken partial charges, in e, on atoms 1 to 8: atom 1 (O): -0.438, atom 2 (C): 0.692, atom 3 (N): -0.454, atom 4 (C): 0.250, atom 5 (C): -0.761, atom 6 (C): -0.465, atom 7 (C): -0.384, atom 8 (O): -0.365

Entry ii
Entry from the Open Molecules 2025 dataset: a 2-piece molecular cluster, C5H7NO4S overall (ωB97M-V/def2-TZVPD).

## Properties
E_HOMO (alpha / beta)	-9.19 / -8.74	eV
Kohn-Sham gap (alpha / beta)	7.468 / 6.580	eV

CARTESIAN COORDINATES (ANGSTROEM)
C: -1.164 1.762 -0.046
C: 0.492 -0.242 2.125
C: 0.742 0.453 -2.610
C: -1.122 0.431 -0.415
C: -0.743 -0.865 1.812
N: -1.337 2.838 0.395
O: 1.452 -0.957 2.390
O: 1.381 0.910 -0.153
O: 0.693 -1.425 -0.659
O: -0.776 -2.100 1.462
S: 0.555 0.027 -0.854
H: 0.574 0.747 2.394
H: 1.774 0.087 -2.941
H: -0.052 0.037 -3.302
H: 0.912 1.451 -2.439
H: -1.910 -0.155 -0.662
H: -1.708 -0.524 2.249
H: 0.238 -2.476 1.254

These are the Mulliken partial charges, in e, on atoms 1 to 8: atom 1 (C): 0.466, atom 2 (C): -0.079, atom 3 (C): -1.088, atom 4 (C): -0.832, atom 5 (C): -0.057, atom 6 (N): -0.557, atom 7 (O): -0.484, atom 8 (O): -0.579

Verdict on stability: entry i comes out on top.

Entry i
Entry from the Open Molecules 2025 dataset: a 11-piece molecular cluster, C11H44N8O11 overall (ωB97M-V/def2-TZVPD).

## Properties
E_HOMO	-8.68	eV
SMILES	NC(N)=O.NC(N)=O.NC(N)=O.NC(N)=O.CO.CO.CO.CO.CO.CO.CO
Kohn-Sham gap	8.794	eV

CARTESIAN COORDINATES (ANGSTROEM)
C: -0.376 3.748 3.604
O: -1.678 4.325 3.783
H: 0.256 4.393 2.994
H: 0.053 3.578 4.591
H: -0.383 2.854 2.979
H: -1.539 5.212 4.124
C: -0.752 -1.400 4.063
O: -2.136 -1.592 3.872
H: -0.379 -0.898 3.170
H: -0.639 -0.672 4.866
H: -0.298 -2.326 4.417
H: -2.542 -1.998 4.641
C: -3.069 1.893 1.958
O: -3.954 1.474 0.826
H: -3.604 2.355 2.788
H: -2.622 0.985 2.362
H: -2.144 2.395 1.673
H: -4.666 2.114 0.756
C: 3.170 -2.364 -2.849
O: 3.334 -1.122 -2.239
H: 3.193 -2.180 -3.923
H: 4.039 -2.945 -2.538
H: 2.290 -2.934 -2.550
H: 3.202 -1.109 -1.288
C: 2.868 1.824 1.804
O: 2.772 3.213 1.703
H: 2.448 1.383 0.900
H: 3.901 1.529 1.986
H: 2.250 1.554 2.661
H: 3.403 3.550 1.063
C: -0.354 0.958 0.046
O: 0.662 0.309 -0.789
H: -0.537 1.960 -0.342
H: -1.273 0.379 -0.044
H: -0.204 1.026 1.123
H: 0.896 -0.424 -0.216
C: 1.344 4.042 -1.750
O: 1.969 2.815 -2.011
H: 2.074 4.827 -1.552
H: 0.773 4.451 -2.583
H: 0.595 4.205 -0.974
H: 2.227 2.350 -1.212
C: 0.095 -0.458 -4.733
O: -0.867 0.259 -4.670
N: 0.733 -0.759 -3.650
N: 0.721 -0.906 -5.711
H: 1.723 -0.921 -3.769
H: 0.458 -0.230 -2.835
H: 0.456 -0.812 -6.681
H: 1.217 -1.763 -5.511
C: -3.745 -0.952 -2.228
O: -4.057 -2.001 -1.705
N: -3.379 0.181 -1.672
N: -3.516 -0.811 -3.517
H: -3.051 0.901 -2.299
H: -3.594 0.336 -0.697
H: -3.715 -1.671 -4.008
H: -2.992 -0.009 -3.836
C: 2.779 -1.790 1.709
O: 2.285 -1.560 0.579
N: 3.925 -1.358 2.073
N: 2.290 -2.744 2.427
H: 4.572 -0.851 1.487
H: 4.325 -1.865 2.850
H: 1.522 -3.224 1.980
H: 2.903 -3.188 3.096
C: -1.886 -3.769 0.320
O: -1.695 -4.553 1.257
N: -2.002 -2.517 0.457
N: -1.813 -4.053 -0.941
H: -1.844 -2.172 1.393
H: -2.470 -2.048 -0.306
H: -1.658 -5.019 -1.191
H: -2.288 -3.411 -1.560

These are the Mulliken partial charges, in e, on atoms 1 to 8: atom 1 (C): -0.241, atom 2 (O): -0.502, atom 3 (H): 0.316, atom 4 (H): 0.348, atom 5 (H): -0.163, atom 6 (H): 0.293, atom 7 (C): -0.392, atom 8 (O): -0.521

Entry ii
Entry from the Open Molecules 2025 dataset: a 11-piece molecular cluster, C11H44N8O11 overall (ωB97M-V/def2-TZVPD).

## Properties
E_HOMO	-9.45	eV
SMILES	NC(N)=O.NC(N)=O.NC(N)=O.NC(N)=O.CO.CO.CO.CO.CO.CO.CO
Kohn-Sham gap	9.434	eV

CARTESIAN COORDINATES (ANGSTROEM)
C: -4.467 -0.305 1.249
O: -4.375 -1.191 0.194
H: -3.559 -0.380 1.848
H: -4.557 0.703 0.844
H: -5.329 -0.503 1.887
H: -5.138 -1.056 -0.373
C: 3.977 -0.215 -3.167
O: 3.437 -1.250 -2.407
H: 4.930 -0.414 -3.656
H: 3.137 0.019 -3.821
H: 4.262 0.650 -2.568
H: 2.499 -1.169 -2.221
C: -1.022 2.949 2.663
O: -0.636 3.685 1.498
H: -1.218 3.684 3.444
H: -1.929 2.384 2.450
H: -0.193 2.272 2.870
H: -0.377 3.108 0.775
C: -1.217 -1.414 5.078
O: -1.849 -0.784 3.962
H: -1.857 -1.798 5.872
H: -0.609 -2.256 4.746
H: -0.588 -0.585 5.405
H: -2.175 -1.442 3.344
C: -0.208 -1.709 -3.401
O: 0.621 -1.450 -2.345
H: -0.486 -2.761 -3.340
H: -1.071 -1.046 -3.348
H: 0.357 -1.468 -4.302
H: 0.125 -1.492 -1.524
C: 4.332 1.158 1.134
O: 4.822 1.743 -0.071
H: 4.148 0.084 1.085
H: 5.207 1.213 1.781
H: 3.456 1.637 1.572
H: 4.080 2.098 -0.565
C: 2.424 -1.929 2.028
O: 1.500 -2.556 1.159
H: 3.434 -1.966 1.621
H: 2.198 -0.912 2.352
H: 2.485 -2.543 2.926
H: 1.892 -3.309 0.712
C: 0.013 0.660 0.005
O: -0.759 1.515 -0.454
N: 1.298 0.609 -0.136
N: -0.397 -0.490 0.507
H: 1.798 1.276 -0.706
H: 1.723 -0.306 -0.112
H: 0.263 -1.124 0.933
H: -1.367 -0.605 0.763
C: -2.492 -3.907 1.776
O: -2.939 -3.231 2.687
N: -3.200 -4.450 0.834
N: -1.240 -3.954 1.476
H: -4.183 -4.217 0.848
H: -2.805 -5.010 0.092
H: -1.099 -4.695 0.805
H: -0.479 -3.612 2.045
C: -2.848 1.130 -3.621
O: -3.202 1.158 -4.755
N: -3.507 0.556 -2.666
N: -1.690 1.563 -3.141
H: -3.204 0.838 -1.745
H: -4.420 0.199 -2.912
H: -1.325 1.481 -2.202
H: -0.982 1.912 -3.771
C: 2.259 3.755 -1.573
O: 2.681 2.732 -1.019
N: 1.192 3.710 -2.353
N: 2.682 4.952 -1.337
H: 1.143 4.489 -2.994
H: 0.783 2.788 -2.308
H: 2.307 5.859 -1.574
H: 3.527 4.930 -0.785

These are the Mulliken partial charges, in e, on atoms 1 to 8: atom 1 (C): -0.361, atom 2 (O): -0.479, atom 3 (H): -0.079, atom 4 (H): 0.342, atom 5 (H): 0.362, atom 6 (H): 0.262, atom 7 (C): -0.353, atom 8 (O): -0.528

Verdict on stability: entry ii comes out on top.